15
Properties=species:S:1:pos:R:3:lowdin_charge:R:1 method="wB97M-V/def2-TZVPD" spin_multiplicity=1 largest_force_ev_per_a=6.86 charge=0 e_tot_ha=-450.082649
O 1.690 -1.329 -0.009 0.02
N -1.316 0.469 0.219 0.03
N -2.617 0.074 -0.164 0.01
N 0.934 -0.187 0.209 -0.07
N -0.472 -1.781 -0.160 0.15
C 0.671 -2.285 0.010 -0.15
C -0.332 -0.393 -0.027 -0.40
C 0.926 2.139 -0.048 0.03
C 1.594 0.986 -0.208 -0.11
H 2.646 0.810 -0.357 0.11
H -2.898 -0.926 -0.175 0.09
H 1.642 3.058 0.134 0.10
H -0.053 2.304 0.091 -0.02
H -3.279 0.572 0.210 -0.02
H 0.863 -3.511 0.276 0.21